Formula: C53H35ClN9O3SV
Source: the Open Molecules 2025 dataset
Level of theory: wB97M-V/def2-TZVPD

Properties
HOMO level (alpha / beta): -3.31 / -3.32 eV
Charge: -1
Multiplicity: 2
Orbital gap (alpha / beta): 4.63 / 4.42 eV

```
103
Properties=species:S:1:pos:R:3:forces:R:3:mulliken_charge:R:1
V 0.15501 -0.57266 0.07456 0.56 -0.33 1.49 -0.118
C -1.27684 -1.94928 -5.91892 -0.04 -0.04 -0.03 -0.804
C 0.01713 -2.47739 -5.94950 0.02 0.00 -0.06 -0.661
C 0.73586 -2.67800 -4.78303 0.07 -0.07 0.09 -0.374
C 0.13425 -2.32840 -3.58375 -0.48 0.11 -0.14 0.189
C 0.60380 -2.34487 -2.20879 0.07 -0.90 0.27 0.006
N -0.33369 -1.75121 -1.39689 0.66 0.36 -1.11 -0.301
C -1.44612 -1.47423 -2.16204 -0.35 -0.17 0.00 0.130
N -2.64027 -1.15275 -1.72208 -0.05 0.21 0.37 -0.384
C -2.84278 -0.74272 -0.47187 0.70 0.05 -0.87 -1.449
C -4.03268 -0.75590 0.27996 -0.26 0.19 0.91 0.938
C -5.31683 -1.25479 0.00362 0.11 0.01 -0.17 -0.577
C -6.29174 -1.13308 0.96062 -0.04 0.04 0.14 -0.615
C -6.02384 -0.54041 2.21863 -0.06 -0.05 -0.07 -0.612
C -4.77490 -0.06363 2.52540 0.09 0.01 -0.01 -0.746
C -3.76568 -0.16165 1.55462 -0.46 -0.38 -0.51 1.010
C -2.40910 0.21176 1.59794 0.68 0.51 0.38 -0.928
N -1.75418 0.82404 2.57071 -0.05 -0.40 -0.19 -0.532
C -0.43742 0.75637 2.67984 -0.31 0.18 0.09 -0.309
N 0.40853 -0.07468 1.99046 0.52 0.17 -0.43 0.304
C 1.63198 -0.05635 2.60161 0.15 -0.45 0.57 -0.145
N 2.62151 -0.88063 2.36881 0.05 0.03 -0.38 -0.372
C 2.59271 -1.75467 1.36146 0.07 0.27 0.55 -1.001
N 1.70133 -1.80522 0.31761 0.41 -0.92 0.37 0.632
C 2.12916 -2.77107 -0.54588 -0.13 0.07 -0.19 -0.783
N 1.68800 -2.94637 -1.80098 0.16 0.27 -0.10 -0.508
C 3.26248 -3.46144 0.01349 0.17 0.29 0.22 0.519
C 4.01862 -4.54549 -0.41847 0.03 -0.08 -0.07 -0.288
C 5.09435 -4.93560 0.35480 0.01 -0.05 -0.10 -0.642
C 5.41065 -4.26738 1.54730 -0.02 0.05 0.09 -0.683
C 4.65345 -3.20119 1.99325 0.10 -0.01 0.09 -0.173
C 3.57262 -2.79591 1.21566 0.00 -0.13 -0.51 0.490
C 1.61508 0.91736 3.67914 -0.36 0.08 0.06 0.181
C 2.59642 1.37777 4.54515 0.06 -0.08 0.02 -0.224
C 2.24979 2.35902 5.45783 0.05 -0.02 -0.01 -0.608
C 0.94623 2.86375 5.51368 -0.05 0.07 0.03 -0.600
C -0.03687 2.40651 4.65311 -0.09 -0.03 -0.01 -0.289
C 0.30805 1.42835 3.72972 0.40 -0.03 0.00 0.240
N -1.83930 -0.13090 0.33478 -1.25 -0.02 0.50 1.890
C -1.16120 -1.79048 -3.55264 0.46 -0.15 -0.12 0.473
C -1.88303 -1.60449 -4.72209 -0.07 0.06 0.07 -0.090
H -1.80822 -1.80120 -6.85099 -0.01 0.01 0.00 0.392
H 0.46544 -2.71992 -6.90513 0.01 -0.01 0.00 0.396
H 1.74365 -3.07304 -4.79670 0.00 -0.02 0.01 0.583
H -5.52286 -1.70837 -0.95744 0.01 -0.01 0.01 0.518
H -7.29065 -1.50210 0.76328 0.01 0.00 -0.03 0.422
H -6.81964 -0.47946 2.95081 0.00 0.02 -0.01 0.413
H -4.54983 0.38430 3.48473 -0.02 -0.02 0.01 0.513
H 3.75769 -5.06762 -1.32938 0.05 0.04 -0.07 0.500
H 5.71522 -5.76328 0.03490 -0.03 -0.03 0.00 0.408
H 6.25966 -4.60355 2.13056 0.01 0.01 0.00 0.400
H 4.89097 -2.69129 2.91846 -0.02 0.02 -0.01 0.519
H 3.59956 0.97443 4.49306 0.01 0.03 0.01 0.522
H 2.99788 2.75084 6.13597 0.00 -0.01 0.01 0.386
H 0.70956 3.63274 6.23892 -0.01 0.00 0.00 0.384
H -1.04438 2.80081 4.68419 -0.01 0.00 0.01 0.516
H -2.87743 -1.17845 -4.69250 -0.01 0.01 0.00 0.498
N -0.94256 0.76262 -0.20073 -1.52 1.85 -0.65 -0.274
S -2.43588 1.94106 -2.87460 -0.21 0.11 0.12 0.242
C -4.01908 2.49555 -2.25117 0.23 -0.06 -0.26 -0.394
C -4.95735 3.01241 -3.13873 -0.10 0.00 0.06 -0.247
C -6.20004 3.41177 -2.67380 0.01 0.02 -0.06 -0.668
C -6.51580 3.27802 -1.32751 -0.02 0.00 0.05 -0.578
C -5.57972 2.76368 -0.44404 -0.05 0.00 0.03 -0.588
C -4.32573 2.38427 -0.90319 0.02 0.02 0.03 0.157
C -1.66955 3.49925 -3.24206 -0.03 0.06 0.04 0.580
C -0.70730 3.51874 -4.24776 -0.06 -0.05 0.03 -0.427
C -0.06702 4.70452 -4.56659 0.03 0.03 -0.04 -0.529
C -0.37858 5.87575 -3.88956 0.04 0.02 0.05 -0.506
C -1.32003 5.84748 -2.87154 -0.01 0.04 0.00 -0.619
C -1.96306 4.66434 -2.54007 0.05 -0.02 -0.08 -0.495
H -1.31344 1.51978 -0.77266 0.01 -0.33 0.03 -0.142
H -4.70053 3.10224 -4.18637 -0.02 -0.01 -0.01 0.440
H -6.92560 3.82234 -3.36497 -0.01 -0.01 0.00 0.377
H -7.49156 3.57888 -0.96734 0.00 -0.01 0.00 0.385
H -5.81818 2.65254 0.60635 0.01 0.00 0.00 0.462
H -3.58909 2.01734 -0.20172 0.03 -0.06 0.00 0.433
H -0.46841 2.59655 -4.76122 0.04 0.01 -0.03 0.347
H 0.67362 4.72030 -5.35648 0.01 -0.04 0.01 0.401
H 0.11859 6.80330 -4.14335 0.00 -0.01 -0.01 0.371
H -1.55610 6.75234 -2.32519 0.00 0.00 0.00 0.391
H -2.69076 4.64883 -1.74006 -0.03 0.00 0.00 0.399
C 5.81880 0.56232 0.08813 -0.07 -0.04 -0.09 -1.420
C 5.47762 0.03620 -1.27549 -0.05 0.04 0.03 1.129
C 6.13879 -1.04711 -1.83345 -0.08 0.03 -0.05 -0.745
C 5.76292 -1.53455 -3.07883 -0.05 0.14 0.14 0.273
Cl 6.66494 -2.82772 -3.81022 0.09 -0.23 0.00 -0.295
C 4.69183 -0.99325 -3.75375 0.01 -0.06 -0.01 -0.875
C 4.02969 0.09857 -3.21284 -0.16 0.01 -0.05 -0.332
C 4.44499 0.64249 -2.00524 0.18 -0.01 -0.31 0.783
O 3.95708 1.81527 -1.51740 -0.22 -0.24 0.49 -0.490
C 2.68824 2.22302 -1.99432 -0.26 0.04 0.03 -1.272
C 1.49917 1.29765 -1.60802 0.63 0.06 -0.34 0.829
O 0.60227 1.13565 -2.43430 0.21 0.13 -0.06 -0.029
O 1.57946 0.79081 -0.43593 -0.05 -0.26 -0.50 -0.228
H 6.62406 -0.01915 0.53530 0.03 0.04 0.00 0.397
H 4.93850 0.48813 0.72828 -0.02 0.05 0.09 0.160
H 6.09968 1.61554 0.03959 0.04 -0.02 0.06 0.315
H 6.95320 -1.51519 -1.29512 -0.02 -0.01 0.01 0.331
H 4.37604 -1.40792 -4.70074 0.01 0.00 -0.02 0.417
H 3.19204 0.51643 -3.75527 0.02 -0.04 0.04 0.149
H 2.72311 2.34733 -3.07944 -0.23 0.05 0.08 0.436
H 2.50257 3.19466 -1.53611 0.03 0.03 -0.02 0.393
```
Forces are in eV/Å.